{"formula": "C13H15ClN2O3", "method": "ωB97M-V/def2-TZVPD", "elements": ["C", "C", "O", "C", "C", "N", "C", "C", "C", "C", "C", "C", "N", "C", "Cl", "H", "H", "H", "H", "H", "H", "H", "H", "H", "H", "H", "O", "C", "C", "O", "H", "H", "H", "H"], "positions_angstrom": [[2.12, -1.38, 0.75], [0.78, -0.71, 0.00], [0.94, -0.86, -1.47], [0.58, 0.89, 0.41], [-1.02, 1.22, 0.05], [-2.03, 0.38, 0.78], [-3.45, 0.70, 0.41], [-4.64, -0.21, 1.14], [-6.23, 0.01, 0.84], [-6.62, 1.17, -0.27], [-5.44, 2.08, -1.00], [-3.81, 1.86, -0.67], [-2.87, 2.77, -1.40], [-1.47, 2.39, -0.99], [-0.09, 3.40, -1.79], [1.75, -1.68, 1.84], [3.00, -0.59, 0.80], [2.48, -2.32, 0.13], [-0.12, -1.39, 0.31], [0.08, -1.27, -1.83], [1.33, 1.62, -0.11], [0.65, 1.00, 1.60], [-4.33, -1.05, 1.92], [-7.01, -0.67, 1.41], [-7.78, 1.30, -0.51], [-5.80, 2.90, -1.79], [7.44, -0.71, -1.01], [6.23, -1.26, -0.84], [6.02, -1.64, 0.70], [4.82, -2.21, 0.86], [6.02, -2.18, -1.41], [5.35, -0.64, -1.11], [6.21, -0.70, 1.26], [6.90, -2.24, 0.98]], "spin_multiplicity": 1, "homo_ev": 1.120, "charge": -2}

---

{"formula": "C35H43N7O2PSTl", "method": "ωB97M-V/def2-TZVPD", "elements": ["Tl", "C", "C", "C", "N", "C", "C", "C", "C", "C", "C", "C", "N", "C", "C", "C", "N", "C", "C", "C", "C", "C", "C", "C", "N", "C", "C", "H", "H", "H", "H", "H", "H", "H", "H", "H", "H", "H", "H", "H", "H", "H", "H", "H", "H", "H", "H", "H", "H", "H", "H", "H", "H", "O", "C", "O", "C", "C", "C", "C", "C", "C", "S", "H", "H", "H", "H", "C", "N", "C", "N", "C", "N", "C", "P", "C", "C", "H", "H", "H", "H", "H", "H", "H", "H", "H", "H", "H", "H", "H"], "positions_angstrom": [[0.51, 0.74, 0.29], [-1.13, 1.25, 3.83], [-1.29, 2.74, 3.52], [-0.82, 3.16, 2.11], [0.44, 2.52, 1.75], [1.56, 2.82, 2.36], [1.71, 3.98, 3.15], [2.66, 4.36, 4.08], [3.71, 3.61, 4.59], [4.15, 2.39, 4.10], [3.77, 1.71, 2.96], [2.71, 1.93, 2.04], [2.63, 1.28, 0.90], [3.76, 0.57, 0.33], [3.74, -0.94, 0.60], [2.60, -1.65, -0.13], [1.31, -1.40, 0.49], [0.62, -2.28, 1.16], [1.17, -3.54, 1.53], [0.63, -4.67, 2.10], [-0.69, -4.97, 2.42], [-1.75, -4.10, 2.30], [-1.76, -2.75, 1.96], [-0.75, -1.85, 1.56], [-0.99, -0.56, 1.43], [-2.23, 0.07, 1.84], [-2.27, 0.35, 3.35], [-0.19, 0.89, 3.40], [-1.05, 1.14, 4.92], [-2.34, 3.04, 3.63], [-0.71, 3.30, 4.24], [-1.54, 2.86, 1.35], [-0.75, 4.25, 2.06], [0.93, 4.71, 2.99], [2.51, 5.34, 4.52], [4.26, 4.04, 5.43], [4.96, 1.93, 4.66], [4.34, 0.82, 2.76], [3.71, 0.72, -0.76], [4.70, 1.00, 0.69], [4.69, -1.36, 0.23], [3.68, -1.13, 1.67], [2.54, -1.25, -1.14], [2.82, -2.72, -0.21], [2.24, -3.61, 1.36], [1.35, -5.47, 2.29], [-0.90, -5.96, 2.80], [-2.72, -4.51, 2.56], [-2.75, -2.31, 2.04], [-2.30, 1.01, 1.30], [-3.11, -0.52, 1.57], [-3.23, 0.80, 3.60], [-2.20, -0.61, 3.88], [2.79, 0.87, -3.03], [1.63, 1.02, -2.64], [0.98, 0.15, -1.95], [0.87, 2.26, -3.05], [1.47, 3.05, -4.04], [0.87, 4.18, -4.55], [-0.38, 4.55, -4.06], [-0.99, 3.81, -3.07], [-0.37, 2.67, -2.53], [-1.29, 1.87, -1.24], [2.44, 2.72, -4.39], [1.36, 4.77, -5.30], [-0.87, 5.44, -4.44], [-1.95, 4.10, -2.67], [-3.41, -1.76, -4.03], [-1.93, -1.72, -4.38], [-1.35, -3.13, -4.26], [-1.64, -3.71, -3.00], [-3.07, -3.70, -2.73], [-3.62, -2.35, -2.76], [-3.11, -1.53, -1.66], [-1.24, -1.25, -1.65], [-1.20, -0.79, -3.47], [-0.87, -3.08, -1.91], [-3.91, -2.35, -4.80], [-3.79, -0.74, -4.04], [-1.82, -1.40, -5.34], [-0.28, -3.05, -4.40], [-1.79, -3.73, -5.06], [-3.24, -4.13, -1.74], [-3.57, -4.31, -3.48], [-3.40, -2.01, -0.72], [-3.59, -0.55, -1.69], [-0.15, -0.75, -3.77], [-1.61, 0.21, -3.55], [-1.10, -3.60, -0.98], [0.20, -3.21, -2.10]], "spin_multiplicity": 1, "homo_ev": -6.563, "charge": 0}